Below is C14H39InN9O8S as an isolated structure, with properties calculated with ωB97M-V with the def2-TZVPD basis set.

Summary:
Kohn-Sham gap: 5.53 eV
Lowest unoccupied orbital energy: 1.72 eV
Total charge: -1

Element x y z (Å)
C (0.32025, -0.39537, 3.33197)
C (0.10870, 0.63213, 2.23848)
O (-0.83696, 1.37788, 2.32272)
N (1.00032, 0.73806, 1.14405)
C (2.39496, 0.43258, 1.46032)
C (0.53969, 0.08101, -0.11445)
C (-0.37346, -1.14049, 0.03356)
C (-0.41866, -1.95644, -1.26768)
C (-1.33586, -3.18358, -1.10089)
In (-3.49384, -2.71316, -0.76381)
C (-3.83105, -1.90432, 1.30241)
C (-5.29265, -1.97119, 1.80305)
C (-5.87961, -0.59802, 2.17183)
S (-6.58690, 0.33857, 0.83357)
O (-5.66365, 1.34999, 0.41642)
O (-7.91781, 0.78532, 1.19532)
O (-6.78031, -0.70870, -0.34589)
H (1.34240, -0.42778, 3.70869)
H (-0.33671, -0.12480, 4.15695)
H (0.05159, -1.39491, 2.99276)
H (2.55685, -0.55407, 1.91109)
H (2.79787, 1.20556, 2.12017)
H (2.95974, 0.47276, 0.53028)
H (0.00730, 0.82985, -0.70623)
H (1.42133, -0.21960, -0.67784)
H (-1.39505, -0.81079, 0.23684)
H (-0.02102, -1.81754, 0.81394)
H (-0.76677, -1.32482, -2.08850)
H (0.60372, -2.30572, -1.46394)
H (-1.22325, -3.86545, -1.94934)
H (-0.97901, -3.73461, -0.21876)
H (-4.04936, -1.55556, -2.00872)
H (-4.45195, -4.23134, -0.96258)
H (-3.17928, -2.45405, 1.98228)
H (-3.50043, -0.86316, 1.27371)
H (-5.29643, -2.54161, 2.73303)
H (-5.94361, -2.46884, 1.08349)
H (-6.64679, -0.66353, 2.94131)
H (-5.07093, 0.02968, 2.53713)
H (-7.72541, -0.68834, -0.55983)
C (-3.96851, -0.25492, 5.57082)
O (-4.29778, -1.01985, 4.68814)
N (-4.60600, 0.93868, 5.78455)
N (-2.92194, -0.51868, 6.41679)
H (-4.33502, 1.59287, 6.49238)
H (-5.35994, 1.17152, 5.16508)
H (-2.42486, -1.37652, 6.26821)
H (-2.62105, 0.10607, 7.13904)
C (3.19418, 0.74723, -3.15001)
O (2.91831, -0.16736, -2.38867)
N (3.73917, 0.52625, -4.38367)
N (2.98185, 2.05414, -2.81703)
H (3.98153, 1.24662, -5.03534)
H (3.88941, -0.42408, -4.65721)
H (2.58033, 2.25916, -1.91731)
H (3.19776, 2.81788, -3.42811)
C (6.21733, -0.80569, -6.76823)
O (5.25164, -0.06373, -6.75176)
N (6.12010, -2.13693, -6.47814)
N (7.47555, -0.36286, -7.07550)
H (6.90229, -2.76260, -6.47858)
H (5.21084, -2.49442, -6.24973)
H (7.57744, 0.61058, -7.29137)
H (8.28265, -0.95570, -7.09130)
C (3.84141, 4.42985, -0.01168)
O (2.91304, 3.77398, -0.43877)
N (5.12066, 4.26710, -0.47498)
N (3.68098, 5.37245, 0.96629)
H (5.90540, 4.78845, -0.13552)
H (5.26037, 3.56539, -1.17924)
H (2.75281, 5.49892, 1.32612)
H (4.43211, 5.92065, 1.33779)

These are the Löwdin partial charges, in e, on atoms 1 to 4:
1. C -0.01
2. C -0.50
3. O 0.09
4. N -0.11